(1)
108
Properties=species:S:1:pos:R:3 method="wB97M-V/def2-TZVPD" total_charge=+1 gap_ev=5.18 lumo_ha=-0.1759 energy_ha=-8436.0293
C 4.268 -5.890 2.826
O 4.008 -4.598 3.527
C 2.753 -4.029 2.927
C 1.918 -3.126 4.070
C 0.335 -3.528 4.052
C -0.792 -2.366 4.340
C -1.632 -2.992 5.645
Br -3.571 -3.470 5.884
C -0.949 -3.330 6.965
C -1.771 -4.015 8.255
Br 0.951 -3.039 7.418
C -0.252 -0.934 4.911
F -1.126 -0.399 6.033
C -0.037 0.326 3.950
Cl -0.694 1.884 4.816
N -0.535 0.327 2.549
Cl -1.536 1.777 2.406
C -1.007 -0.953 1.941
C -1.983 -0.719 0.653
C -1.179 0.321 -0.543
C -1.121 -0.347 -2.146
O -2.109 0.882 -1.674
B 0.380 -1.551 1.210
C 0.400 -2.565 -0.131
O 1.780 -1.252 1.521
C -1.758 -2.025 3.011
C -2.216 -3.363 2.162
C -2.629 -4.723 2.933
C -2.479 -6.002 1.851
C -0.950 -6.594 1.775
O 0.108 -6.006 1.214
O -0.751 -7.962 2.354
C -3.129 -1.181 3.441
C -4.588 -1.809 3.098
C -5.220 -1.433 1.627
F -5.466 -0.008 1.200
C -5.656 -2.483 0.632
F -6.938 -3.194 0.999
F -4.922 -2.849 -0.599
H 3.444 -6.701 3.082
H 5.300 -6.351 3.200
H 4.349 -5.769 1.660
H 3.122 -3.396 2.019
H 2.153 -4.961 2.554
H 2.149 -1.975 3.985
H 2.499 -3.462 5.060
H 0.247 -4.472 4.782
H 0.236 -4.049 2.979
H -2.206 -5.076 7.921
H -1.087 -4.233 9.174
H -2.632 -3.293 8.658
H 0.802 -1.039 5.469
H 1.130 0.587 3.892
H 0.260 0.697 1.932
H -2.247 -1.642 0.005
H -2.940 -0.082 0.825
H -0.199 1.010 -0.166
H -0.224 0.008 -2.824
H -1.690 -1.364 -2.280
H -0.632 -3.025 -0.393
H 0.929 -1.973 -0.994
H 1.133 -3.466 0.140
H 1.926 -0.642 2.284
H -3.046 -3.163 1.342
H -1.334 -3.826 1.495
H -1.953 -5.057 3.831
H -3.734 -4.832 3.295
H -3.296 -6.832 2.107
H -2.833 -5.538 0.812
H -1.457 -8.506 1.854
H -3.154 -0.928 4.611
H -3.246 -0.127 2.970
H -5.338 -1.291 3.875
H -4.743 -2.946 3.253
C -0.720 5.256 -5.070
C 0.616 4.567 -4.806
C 0.545 3.458 -3.729
O 0.456 3.941 -2.386
C -0.841 4.371 -2.004
N 1.619 5.586 -4.463
H -0.978 5.988 -4.301
H -0.685 5.800 -6.020
H -1.535 4.527 -5.134
H 0.921 4.089 -5.745
H 1.478 2.885 -3.774
H -0.263 2.747 -3.937
H -1.630 3.762 -2.456
H -0.973 5.423 -2.257
H -0.921 4.287 -0.915
H 2.533 5.136 -4.399
H 1.430 5.887 -3.502
C 2.772 7.991 -8.744
C 3.096 7.631 -7.296
C 4.608 7.652 -6.971
O 5.341 6.535 -7.480
C 5.654 6.621 -8.861
N 2.498 6.325 -6.984
H 2.955 7.167 -9.436
H 1.712 8.251 -8.841
H 3.358 8.854 -9.077
H 2.617 8.387 -6.663
H 4.719 7.605 -5.881
H 5.074 8.594 -7.286
H 5.868 7.647 -9.175
H 4.842 6.198 -9.454
H 6.544 6.010 -9.048
H 2.618 6.140 -5.987
H 3.077 5.609 -7.434

***

(2)
100
Properties=species:S:1:pos:R:3 method="wB97M-V/def2-TZVPD" smiles="CCO[C@H](C[C@@H](C)O)OC(=O)CCCCOC=O.CCCC#N.CCCC#N.CCCC#N.CCCC#N.CCCC#N" gap_ev=10.46 lumo_ha=0.0281 e_above_lowest_kj_mol=153.9 energy_ha=-1978.6783
C 0.252 -1.094 -1.536
C 0.261 -0.090 -0.382
O -0.246 1.210 -0.695
C -1.500 1.211 -1.258
C -1.482 1.711 -2.718
C -0.147 2.250 -3.204
C -0.155 2.367 -4.734
O 0.098 3.533 -2.637
O -2.304 2.087 -0.435
C -3.638 1.760 -0.418
O -4.034 0.832 0.221
C -4.522 2.706 -1.176
C -5.947 2.214 -1.429
C -6.205 1.774 -2.871
C -5.784 0.348 -3.249
O -5.236 -0.346 -2.118
C -4.324 -1.269 -2.382
O -4.179 -1.837 -3.430
H -0.423 -1.913 -1.321
H 1.241 -1.500 -1.690
H -0.070 -0.650 -2.473
H -0.251 -0.496 0.487
H 1.279 0.069 -0.076
H -1.956 0.224 -1.203
H -1.788 0.887 -3.356
H -2.208 2.508 -2.846
H 0.673 1.596 -2.936
H 0.864 2.343 -5.102
H -0.657 1.503 -5.157
H -0.649 3.279 -5.043
H -0.738 3.887 -2.325
H -4.061 3.020 -2.104
H -4.563 3.589 -0.541
H -6.607 3.058 -1.254
H -6.234 1.462 -0.709
H -5.695 2.462 -3.539
H -7.264 1.863 -3.075
H -5.076 0.362 -4.068
H -6.646 -0.196 -3.591
H -3.692 -1.469 -1.515
C -6.812 -1.806 -7.993
C -7.536 -2.711 -7.004
C -8.836 -2.095 -6.473
C -8.576 -0.844 -5.766
N -8.320 0.127 -5.214
H -6.508 -0.870 -7.524
H -5.912 -2.293 -8.368
H -7.447 -1.568 -8.848
H -6.876 -2.937 -6.165
H -7.779 -3.660 -7.485
H -9.331 -2.777 -5.781
H -9.528 -1.888 -7.291
C 3.558 0.316 3.347
C 4.675 -0.689 3.119
C 4.817 -1.114 1.651
C 3.588 -1.753 1.171
N 2.646 -2.296 0.799
H 2.584 -0.096 3.081
H 3.514 0.604 4.397
H 3.721 1.216 2.756
H 4.491 -1.574 3.734
H 5.620 -0.255 3.449
H 5.640 -1.820 1.531
H 5.019 -0.246 1.022
C 4.472 0.012 8.221
C 5.125 -0.964 7.250
C 6.439 -0.432 6.664
C 6.221 0.803 5.915
N 6.017 1.747 5.299
H 4.201 0.944 7.724
H 3.561 -0.416 8.636
H 5.141 0.251 9.051
H 4.432 -1.189 6.437
H 5.335 -1.905 7.761
H 6.878 -1.164 5.986
H 7.165 -0.230 7.454
C 5.142 4.726 1.709
C 4.288 5.071 0.495
C 3.025 4.208 0.388
C 3.356 2.796 0.258
N 3.616 1.685 0.157
H 5.507 3.699 1.660
H 6.011 5.380 1.767
H 4.576 4.837 2.635
H 4.879 4.957 -0.416
H 3.983 6.118 0.547
H 2.431 4.485 -0.481
H 2.402 4.330 1.276
C 3.716 -5.611 2.801
C 2.985 -6.056 4.062
C 1.709 -5.246 4.323
C 2.013 -3.828 4.494
N 2.276 -2.721 4.630
H 4.046 -4.574 2.879
H 4.598 -6.228 2.632
H 3.074 -5.691 1.923
H 3.650 -5.968 4.923
H 2.712 -7.109 3.977
H 1.202 -5.596 5.221
H 1.017 -5.345 3.485

***

(3)
117
Properties=species:S:1:pos:R:3 method="wB97M-V/def2-TZVPD" multiplicity=2 s_squared=0.762 gap_ev="7.85 / 3.60" lumo_ha="-0.0400 / -0.1962" energy_ha=-7490.4725
As -0.272 0.507 -0.232
F -0.761 1.977 0.692
F -0.045 -0.474 1.327
F 0.207 -0.966 -1.188
F -0.513 1.331 -1.733
F 1.407 1.040 -0.195
F -2.012 -0.048 -0.388
C -1.173 -3.071 2.797
C -2.434 -2.856 1.959
C -2.692 -4.132 1.090
S -1.088 -5.109 1.040
O -0.672 -5.287 -0.355
O -1.151 -6.291 1.882
C -0.119 -3.841 1.893
H -1.374 -3.861 3.521
H -0.699 -2.211 3.269
H -2.282 -2.003 1.297
H -3.323 -2.618 2.543
H -3.077 -4.042 0.075
H -3.341 -4.848 1.594
H 0.158 -3.071 1.172
H 0.698 -4.381 2.372
C -2.547 6.247 -0.852
C -2.416 4.891 -0.133
C -2.296 3.877 -1.247
S -3.499 4.351 -2.548
O -4.810 3.951 -2.079
O -3.045 3.994 -3.869
C -3.398 6.170 -2.195
H -1.539 6.503 -1.178
H -2.938 7.055 -0.234
H -3.190 4.640 0.593
H -1.447 5.003 0.354
H -2.661 2.858 -1.113
H -1.272 3.820 -1.615
H -4.407 6.580 -2.247
H -2.802 6.525 -3.035
C -1.209 3.643 3.397
C -0.288 4.858 3.318
C 1.050 4.340 2.626
S 1.420 2.825 3.582
O 2.020 3.090 4.883
O 1.947 1.788 2.679
C -0.419 2.409 3.868
H -1.664 3.461 2.423
H -2.151 3.886 3.888
H 0.023 5.193 4.308
H -0.829 5.613 2.748
H 1.904 5.011 2.713
H 0.935 3.902 1.635
H -0.522 2.160 4.924
H -0.779 1.625 3.201
C 2.511 0.481 -4.978
C 3.693 1.317 -5.270
C 3.298 2.768 -4.907
S 2.359 2.767 -3.348
O 1.243 3.747 -3.400
O 3.302 2.734 -2.200
C 1.805 1.041 -3.731
H 2.847 -0.556 -4.947
H 1.881 0.437 -5.866
H 4.101 1.100 -6.257
H 4.520 1.016 -4.628
H 2.666 3.182 -5.692
H 4.133 3.460 -4.797
H 0.745 1.098 -3.980
H 1.920 0.440 -2.828
C 3.978 -3.143 -1.525
C 2.804 -2.185 -1.307
C 2.786 -1.870 0.192
S 4.575 -1.928 0.869
O 4.656 -2.941 1.979
O 5.076 -0.564 1.117
C 5.209 -2.516 -0.755
H 4.156 -3.404 -2.568
H 3.786 -4.108 -1.055
H 1.851 -2.560 -1.681
H 2.889 -1.248 -1.857
H 2.216 -2.591 0.778
H 2.480 -0.869 0.494
H 6.211 -2.943 -0.720
H 5.489 -1.589 -1.255
C 3.871 -2.845 5.336
C 2.627 -2.753 4.457
C 2.565 -1.287 4.026
S 2.951 -0.334 5.566
O 1.703 -0.054 6.221
O 3.976 0.699 5.268
C 3.743 -1.751 6.439
H 4.767 -2.783 4.718
H 3.998 -3.820 5.805
H 1.715 -2.846 5.047
H 2.472 -3.555 3.736
H 1.656 -0.886 3.578
H 3.408 -1.083 3.366
H 2.970 -2.118 7.114
H 4.576 -1.472 7.085
N -1.159 -2.884 -2.887
C -1.516 -4.100 -3.402
C -2.439 -3.875 -4.370
C -2.564 -2.430 -4.554
C -1.817 -1.895 -3.545
H -0.516 -2.709 -2.127
H -1.007 -4.936 -2.946
H -2.877 -4.580 -5.061
H -3.236 -1.890 -5.204
H -1.599 -0.869 -3.290
N -5.074 -0.827 -2.068
C -5.922 0.184 -1.669
C -7.178 -0.425 -1.551
C -7.101 -1.733 -1.977
C -5.771 -1.972 -2.255
H -4.084 -0.744 -2.252
H -5.576 1.206 -1.626
H -8.117 0.061 -1.333
H -7.934 -2.397 -2.154
H -5.309 -2.888 -2.593

***

(4)
105
Properties=species:S:1:pos:R:3 method="wB97M-V/def2-TZVPD" smiles="CCOCCC1=C(P(O)Cl)C(=O)OC1=O.CC(C)=O.CC(C)=O.CC(C)=O.CC(C)=O.CC(C)=O.CC(C)=O.CC(C)=O.CC(C)=O" gap_ev=7.02 lumo_ha=-0.0639 energy_ha=-3033.5478
C -1.381 -2.350 -0.261
C -3.006 -2.371 -0.578
O -3.143 -2.489 -2.034
C -3.906 -1.381 -2.621
C -3.278 0.097 -2.310
C -1.822 0.434 -2.937
C -0.884 -0.199 -3.889
P -1.178 -1.946 -4.659
O 0.406 -2.703 -4.379
Cl -1.538 -1.902 -6.739
C 0.263 0.926 -4.103
O 1.307 1.006 -4.952
O -0.166 2.166 -3.385
C -1.102 1.788 -2.319
O -1.134 2.248 -1.064
H -0.899 -1.563 -0.993
H -1.224 -2.118 0.874
H -0.932 -3.407 -0.577
H -3.423 -3.381 -0.113
H -3.602 -1.497 -0.080
H -4.027 -1.509 -3.797
H -5.014 -1.415 -2.179
H -3.313 0.371 -1.169
H -4.027 0.863 -2.843
H 0.977 -2.491 -5.188
C 3.454 0.363 -2.252
C 3.090 -0.741 -1.295
C 4.192 -1.313 -0.445
O 1.936 -1.159 -1.212
H 2.559 0.678 -2.800
H 3.845 1.220 -1.699
H 4.195 0.003 -2.970
H 4.616 -0.530 0.189
H 4.966 -1.748 -1.082
H 3.783 -2.101 0.197
C -0.865 3.935 1.278
C -2.074 4.203 2.135
C -1.847 4.868 3.466
O -3.203 3.891 1.761
H -1.180 3.452 0.348
H -0.368 4.876 1.033
H -0.178 3.267 1.804
H -1.393 5.851 3.318
H -1.203 4.242 4.089
H -2.808 4.999 3.975
C -1.578 3.258 -9.087
C -1.942 2.154 -8.130
C -0.840 1.582 -7.279
O -3.096 1.735 -8.047
H -2.473 3.573 -9.635
H -1.187 4.115 -8.534
H -0.837 2.897 -9.805
H -0.416 2.364 -6.645
H -0.066 1.147 -7.917
H -1.249 0.794 -6.638
C 3.051 -6.173 1.506
C 1.883 -5.274 1.812
C 1.950 -4.456 3.074
O 0.912 -5.210 1.061
H 2.864 -6.702 0.565
H 3.960 -5.577 1.397
H 3.172 -6.910 2.304
H 2.811 -3.783 3.036
H 2.022 -5.116 3.942
H 1.039 -3.855 3.166
C 0.999 0.533 4.211
C 0.863 -0.912 4.608
C 1.218 -1.280 6.024
O 0.476 -1.761 3.806
H 0.709 0.650 3.162
H 0.341 1.151 4.827
H 2.038 0.853 4.325
H 0.570 -0.742 6.721
H 2.267 -1.040 6.218
H 1.071 -2.355 6.168
C -6.362 6.143 6.716
C -5.550 5.978 5.459
C -6.216 5.311 4.285
O -4.387 6.372 5.394
H -5.753 6.639 7.479
H -7.240 6.761 6.512
H -6.666 5.163 7.093
H -7.088 5.893 3.973
H -6.513 4.295 4.555
H -5.511 5.260 3.449
C 1.194 6.060 -1.870
C 2.006 5.894 -3.127
C 1.340 5.228 -4.301
O 3.169 6.289 -3.192
H 1.803 6.556 -1.107
H 0.316 6.678 -2.074
H 0.890 5.080 -1.493
H 0.468 5.809 -4.613
H 1.043 4.211 -4.032
H 2.045 5.177 -5.137
C 6.200 -8.910 3.701
C 4.715 -9.151 3.642
C 4.216 -10.510 4.055
O 3.939 -8.272 3.272
H 6.414 -7.887 3.375
H 6.556 -9.032 4.727
H 6.715 -9.605 3.033
H 4.484 -10.704 5.097
H 4.643 -11.276 3.403
H 3.125 -10.540 3.962